{"formula": "C27H52ClN12ReS", "method": "wB97M-V/def2-TZVPD", "relative_energy_kj_mol": 131.4, "gap_ev": [7.75, 6.77], "e_homo_ev": [-16.304, -16.313], "lumo_ev": [-8.56, -9.54], "s2": 0.758, "spin_multiplicity": 2, "total_energy_ev": -72186.9707, "charge": 3, "elements": ["Re", "C", "N", "C", "C", "N", "C", "C", "N", "C", "C", "N", "C", "N", "C", "C", "N", "C", "C", "C", "C", "N", "C", "N", "C", "C", "N", "C", "C", "N", "C", "C", "H", "H", "H", "H", "H", "H", "H", "H", "H", "H", "H", "H", "H", "H", "H", "H", "H", "H", "H", "H", "H", "H", "H", "H", "H", "H", "H", "H", "H", "H", "H", "H", "H", "H", "H", "H", "H", "H", "H", "H", "H", "H", "H", "H", "H", "H", "H", "H", "S", "C", "N", "Cl", "C", "C", "C", "C", "N", "C", "H", "H", "H", "H"], "positions_angstrom": [[-0.0052, 0.2833, -0.1409], [-4.2686, 2.8518, -2.5061], [-3.2736, 2.2689, -1.5939], [-3.5484, 2.5221, -0.1810], [-2.2934, 1.4738, -2.0019], [-1.7798, 0.5135, -1.1459], [-2.8143, -0.4319, -0.6649], [-2.1272, -1.7607, -0.4512], [-0.9395, -1.5262, 0.4274], [0.0552, -2.6283, 0.2931], [1.3656, -2.1940, 0.9096], [1.7080, -0.8345, 0.4297], [2.9422, -0.3666, 0.7047], [3.4483, 0.6217, -0.1130], [4.1560, 1.7607, 0.4714], [3.9365, 0.2430, -1.4398], [3.6925, -0.7971, 1.7224], [5.1614, -0.7795, 1.6516], [3.2045, -1.3047, 3.0058], [-1.4182, -1.3597, 1.8513], [-0.7109, -0.2303, 2.5850], [-0.3258, 0.8130, 1.6253], [-0.1436, 2.1894, 2.2842], [0.3233, 2.0297, 3.6114], [-0.3592, 2.6310, 4.7537], [1.7495, 1.8146, 3.7853], [0.8054, 2.9105, 1.4644], [0.6295, 2.7786, 0.0486], [0.9756, 4.3084, 1.8733], [-1.8348, 1.5535, -3.2612], [-1.7953, 2.7989, -4.0272], [-1.6431, 0.3419, -4.0586], [-5.2419, 2.7600, -2.0277], [-4.2933, 2.3025, -3.4413], [-4.0751, 3.9068, -2.6949], [-3.6737, 3.5956, -0.0374], [-2.7268, 2.1735, 0.4344], [-4.4751, 2.0282, 0.1148], [-3.6059, -0.5551, -1.4074], [-3.2900, -0.0812, 0.2558], [-1.7662, -2.1488, -1.4045], [-2.7831, -2.5075, 0.0004], [0.1633, -2.8399, -0.7691], [-0.3218, -3.5359, 0.7697], [2.1507, -2.9037, 0.6387], [1.2570, -2.2426, 1.9908], [3.7959, 1.9478, 1.4810], [3.9398, 2.6410, -0.1365], [5.2400, 1.6325, 0.4863], [3.4766, -0.6882, -1.7568], [5.0208, 0.0991, -1.4199], [3.7221, 1.0267, -2.1643], [5.4989, -0.6672, 0.6279], [5.5223, -1.7371, 2.0244], [5.5745, 0.0141, 2.2737], [2.2126, -0.9244, 3.2200], [3.8752, -0.9314, 3.7788], [3.2149, -2.3941, 3.0432], [-1.3115, -2.3102, 2.3752], [-2.4799, -1.1330, 1.8044], [0.1766, -0.5726, 3.1178], [-1.3817, 0.1875, 3.3366], [-1.4227, 2.4036, 4.7472], [-0.2286, 3.7165, 4.8164], [0.0604, 2.1936, 5.6575], [2.1410, 1.2391, 2.9472], [1.9121, 1.2534, 4.7060], [2.3258, 2.7442, 3.8511], [1.1507, 1.8076, -0.2836], [1.3042, 3.4689, -0.4624], [-0.3829, 2.9722, -0.3268], [1.0519, 4.3675, 2.9560], [0.1466, 4.9454, 1.5477], [1.9012, 4.6937, 1.4477], [-1.8407, 3.6548, -3.3591], [-2.5987, 2.8654, -4.7606], [-0.8476, 2.8259, -4.5666], [-1.6319, -0.5322, -3.4155], [-0.7116, 0.4009, -4.6176], [-2.4630, 0.2485, -4.7736], [-2.8044, 5.0613, 2.9442], [-1.9985, 3.7878, 2.5845], [-1.4725, 2.7474, 2.2551], [2.1488, -2.6271, -4.6966], [1.8080, -1.0780, -4.0574], [2.1340, 0.0824, -4.7440], [1.8136, 1.2958, -4.1548], [1.1979, 1.3121, -2.9173], [0.9020, 0.1911, -2.2413], [1.2004, -0.9794, -2.8149], [2.6190, 0.0316, -5.7102], [2.0469, 2.2287, -4.6501], [0.9303, 2.2523, -2.4567], [0.9706, -1.8819, -2.2684]], "forces_ev_per_angstrom": [[-0.01, 0.06, 0.10], [0.01, 0.00, -0.01], [-0.01, 0.00, 0.00], [0.00, -0.02, -0.02], [0.01, 0.02, 0.02], [-0.01, -0.01, -0.02], [0.00, 0.00, 0.00], [0.00, 0.00, 0.00], [0.01, -0.01, -0.01], [-0.01, 0.00, 0.00], [0.01, 0.01, 0.01], [0.02, 0.01, 0.00], [-0.02, 0.02, 0.00], [0.01, -0.02, 0.00], [0.00, -0.05, 0.02], [0.01, 0.00, 0.01], [-0.01, 0.00, 0.00], [-0.01, 0.05, -0.01], [-0.02, -0.03, -0.02], [0.00, 0.00, 0.00], [0.00, 0.00, 0.01], [-0.01, -0.05, -0.04], [0.02, 0.01, 0.00], [0.00, 0.00, 0.00], [0.00, 0.00, 0.00], [0.00, 0.00, 0.00], [-0.01, 0.00, 0.00], [-0.01, -0.02, 0.00], [0.00, 0.00, 0.00], [0.01, 0.01, 0.00], [-0.02, 0.00, 0.01], [0.02, 0.00, 0.01], [0.00, 0.00, 0.00], [0.01, 0.00, -0.01], [0.00, 0.00, 0.00], [0.00, 0.00, 0.00], [-0.02, 0.00, -0.02], [0.00, 0.00, 0.00], [0.00, 0.00, 0.00], [0.00, 0.00, 0.00], [0.00, 0.00, 0.00], [0.00, 0.00, 0.00], [0.00, 0.00, 0.00], [0.00, 0.00, 0.00], [0.00, 0.00, 0.00], [0.01, 0.01, 0.03], [0.00, -0.01, 0.00], [0.00, 0.00, 0.00], [0.02, -0.02, 0.01], [0.00, 0.00, 0.00], [0.00, 0.00, 0.00], [0.00, 0.00, 0.00], [0.00, 0.02, -0.02], [0.00, 0.00, 0.00], [0.00, 0.01, 0.00], [-0.02, -0.02, -0.01], [0.00, 0.00, 0.00], [0.00, 0.00, 0.00], [0.00, 0.00, 0.00], [0.00, -0.01, 0.00], [0.00, 0.00, 0.00], [0.00, 0.00, 0.00], [0.00, 0.00, 0.00], [0.00, 0.00, 0.00], [0.00, 0.00, 0.00], [0.00, 0.01, 0.00], [0.00, 0.00, 0.00], [0.00, 0.00, 0.00], [0.01, -0.01, -0.04], [0.01, 0.00, 0.01], [0.01, 0.01, -0.01], [0.00, 0.00, 0.00], [0.00, 0.00, 0.00], [0.00, 0.00, 0.00], [-0.01, 0.00, 0.00], [0.00, 0.00, 0.00], [0.00, 0.00, 0.00], [0.01, -0.01, 0.01], [0.02, 0.00, 0.00], [0.00, 0.00, 0.00], [0.00, -0.01, 0.01], [0.02, 0.02, -0.02], [0.00, -0.01, 0.03], [0.00, 0.00, 0.00], [-0.01, 0.00, 0.00], [-0.01, 0.01, -0.01], [0.00, 0.00, 0.00], [-0.01, -0.01, -0.01], [-0.01, 0.01, -0.01], [-0.01, 0.00, 0.00], [0.00, 0.00, 0.00], [0.00, 0.00, 0.00], [0.00, 0.00, 0.00], [0.00, 0.00, 0.00]]}